No. 1
Formula: C41H67FO25Si
Source: the Open Molecules 2025 dataset
Level of theory: ωB97M-V/def2-TZVPD

```
135
C41H67FO25Si (ωB97M-V/def2-TZVPD)
C -0.626 3.977 0.579
C -0.853 3.832 -1.005
C 0.259 2.966 -1.780
C 0.003 3.240 -3.373
C 1.781 3.266 -1.351
C 2.671 3.942 -2.538
C 4.216 4.109 -2.038
O 4.334 4.824 -0.782
Si 4.335 6.551 -0.971
C 2.792 7.205 0.014
C 5.862 7.378 -0.113
C 4.124 7.181 -2.762
O 2.415 1.942 -1.124
C 2.762 1.774 0.240
O 2.004 2.039 1.215
C 4.237 1.142 0.508
C 4.564 0.982 2.062
O 4.309 -0.110 2.630
F 5.178 2.087 2.719
H -0.444 2.992 1.125
H -1.545 4.529 1.021
H 0.258 4.712 0.737
H -1.855 3.259 -1.136
H -1.005 4.831 -1.557
H 0.064 1.835 -1.607
H -1.111 3.012 -3.559
H 0.145 4.370 -3.594
H 0.711 2.609 -4.019
H 1.904 3.956 -0.450
H 2.270 4.989 -2.808
H 2.743 3.256 -3.475
H 4.601 3.032 -1.830
H 4.895 4.508 -2.879
H 1.813 7.071 -0.579
H 2.993 8.289 0.316
H 2.712 6.570 0.973
H 5.929 7.014 0.985
H 5.820 8.528 -0.186
H 6.857 7.061 -0.612
H 4.722 6.607 -3.557
H 3.006 7.300 -3.039
H 4.548 8.266 -2.777
H 4.189 0.080 0.064
H 5.011 1.774 -0.057
C 2.786 -2.921 3.112
C 1.279 -3.075 3.090
C 0.674 -3.206 4.456
O -0.505 -3.959 4.196
C -0.243 -4.714 3.093
O -0.928 -5.627 2.720
O 0.897 -4.302 2.472
H 3.149 -2.635 2.122
H 3.096 -2.153 3.824
H 3.277 -3.865 3.366
H 0.822 -2.253 2.527
H 0.429 -2.237 4.895
H 1.298 -3.769 5.157
C 5.538 1.247 6.675
C 6.769 0.545 6.142
C 6.516 -0.217 4.874
O 7.499 -1.244 4.934
C 7.740 -1.469 6.257
O 8.344 -2.411 6.684
O 7.200 -0.483 7.030
H 5.815 1.937 7.475
H 5.036 1.818 5.890
H 4.831 0.533 7.107
H 7.592 1.259 6.021
H 6.654 0.401 3.986
H 5.528 -0.683 4.834
C -3.309 -6.535 1.326
C -4.584 -5.779 1.020
C -5.400 -5.472 2.241
O -6.721 -5.401 1.714
C -6.742 -6.212 0.620
O -7.744 -6.565 0.060
O -5.484 -6.573 0.249
H -2.665 -6.559 0.443
H -2.752 -6.064 2.141
H -3.520 -7.576 1.589
H -4.359 -4.869 0.451
H -5.113 -4.526 2.704
H -5.369 -6.263 2.996
C 8.362 12.667 -1.925
C 6.855 12.520 -1.956
C 6.244 12.360 -0.595
O 5.064 11.619 -0.878
C 5.327 10.888 -1.996
O 4.640 9.986 -2.393
O 6.470 11.310 -2.604
H 8.731 12.974 -2.906
H 8.673 13.417 -1.193
H 8.848 11.716 -1.690
H 6.403 13.356 -2.501
H 6.002 13.319 -0.135
H 6.863 11.779 0.095
C -10.173 -6.707 1.378
C -11.680 -6.858 1.354
C -12.288 -6.991 2.720
O -13.468 -7.741 2.457
C -13.206 -8.496 1.354
O -13.890 -9.407 0.978
O -12.064 -8.083 0.734
H -9.809 -6.421 0.392
H -9.862 -5.940 2.092
H -9.684 -7.651 1.632
H -12.136 -6.035 0.793
H -12.532 -6.022 3.160
H -11.666 -7.555 3.421
C 3.332 0.206 -8.345
C 3.577 1.062 -7.121
C 2.319 1.427 -6.388
O 2.673 2.659 -5.770
C 3.622 3.229 -6.566
O 3.987 4.367 -6.472
O 4.097 2.339 -7.482
H 4.277 -0.190 -8.723
H 2.676 -0.637 -8.116
H 2.891 0.793 -9.156
H 4.300 0.576 -6.456
H 2.045 0.681 -5.640
H 1.464 1.602 -7.048
C -11.503 -11.381 -0.986
C -10.181 -11.710 -0.327
C -9.218 -10.559 -0.319
O -7.957 -11.217 -0.299
C -8.140 -12.420 -0.911
O -7.250 -13.141 -1.267
O -9.466 -12.695 -1.069
H -12.228 -12.176 -0.793
H -11.915 -10.444 -0.605
H -11.398 -11.311 -2.073
H -10.346 -12.099 0.684
H -9.340 -9.923 0.560
H -9.272 -9.938 -1.219
```

multiplicity	1
SMILES string	CC[C@@H](C)[C@H](CCO[Si](C)(C)C)OC(=O)CC(=O)F.C[C@@H]1COC(=O)O1.C[C@@H]1COC(=O)O1.C[C@@H]1COC(=O)O1.C[C@@H]1COC(=O)O1.C[C@@H]1COC(=O)O1.C[C@@H]1COC(=O)O1.C[C@@H]1COC(=O)O1
frontier orbital gap	9.784	eV

***

No. 2
Formula: C41H74BN9OPb
Source: the Open Molecules 2025 dataset
Level of theory: ωB97M-V/def2-TZVPD

```
127
C41H74BN9OPb (ωB97M-V/def2-TZVPD)
Pb -0.913 0.894 -1.796
C -1.280 4.070 -1.645
C 0.274 4.275 -1.701
C 0.736 4.320 -0.159
C 2.183 4.142 0.247
C 2.746 2.981 -0.542
C 2.394 2.746 -1.995
N 0.922 3.048 -2.275
O 0.380 2.442 -3.409
C 2.838 1.325 -2.309
C 3.284 3.741 -2.864
C 0.671 5.663 -2.124
H -1.640 3.291 -0.973
H -1.686 3.828 -2.627
H -1.679 5.023 -1.298
H 0.289 3.414 0.250
H 0.328 5.184 0.367
H 2.291 4.099 1.331
H 2.633 5.073 -0.099
H 2.448 2.136 0.078
H 3.788 3.179 -0.288
H 3.846 1.099 -1.961
H 2.836 1.087 -3.373
H 2.027 0.608 -2.180
H 3.553 4.655 -2.335
H 2.692 4.080 -3.714
H 4.261 3.349 -3.144
H 1.673 6.027 -1.897
H 0.030 6.444 -1.715
H 0.639 5.741 -3.211
B 0.402 -0.023 0.329
H -0.667 -0.132 0.427
H 0.837 -0.164 1.307
H 0.740 -0.702 -0.439
H 0.515 0.972 -0.072
C 5.300 -0.347 2.665
C 4.192 -0.048 1.644
C 4.115 -0.923 0.423
C 5.168 -0.796 -0.557
N 6.036 -0.641 -1.315
H 6.184 -0.063 2.094
H 5.364 -1.401 2.933
H 5.258 0.121 3.649
H 4.085 1.011 1.410
H 3.253 -0.314 2.131
H 3.146 -0.852 -0.071
H 4.081 -1.960 0.756
C -7.728 3.256 -3.882
C -6.357 2.789 -3.230
C -5.401 1.949 -4.110
C -4.063 1.669 -3.623
N -3.005 1.443 -3.215
H -8.037 4.299 -3.805
H -8.513 2.627 -3.463
H -7.535 3.035 -4.932
H -6.437 2.197 -2.318
H -5.764 3.631 -2.873
H -5.268 2.313 -5.129
H -6.027 1.057 -4.099
C 3.950 -3.444 7.316
C 3.577 -3.697 5.842
C 2.711 -2.489 5.138
C 3.118 -1.128 5.419
N 3.466 -0.081 5.610
H 4.687 -2.641 7.335
H 4.510 -4.322 7.640
H 3.128 -3.262 8.008
H 2.982 -4.603 5.731
H 4.410 -3.992 5.204
H 1.648 -2.490 5.379
H 2.838 -2.514 4.056
C -5.126 -3.531 -0.198
C -3.817 -4.273 0.148
C -2.636 -4.012 -0.795
C -2.407 -2.558 -1.090
N -2.191 -1.470 -1.276
H -5.539 -3.703 -1.192
H -4.883 -2.481 -0.035
H -5.880 -3.700 0.571
H -4.066 -5.334 0.126
H -3.443 -4.111 1.159
H -2.905 -4.290 -1.814
H -1.655 -4.468 -0.656
C 2.996 -1.700 -5.840
C 1.585 -2.147 -6.422
C 0.610 -2.773 -5.432
C 0.167 -1.759 -4.491
N -0.181 -0.874 -3.750
H 2.962 -0.680 -5.456
H 3.691 -1.745 -6.678
H 3.376 -2.421 -5.117
H 1.739 -2.832 -7.255
H 1.086 -1.395 -7.033
H 1.031 -3.660 -4.959
H -0.149 -3.118 -6.134
C -3.722 3.696 3.357
C -4.381 2.413 3.003
C -3.503 1.266 2.308
C -3.299 1.299 0.860
N -3.080 1.345 -0.260
H -3.032 3.487 4.174
H -4.385 4.452 3.777
H -3.091 4.155 2.596
H -5.149 2.580 2.247
H -4.804 2.174 3.979
H -4.044 0.335 2.475
H -2.569 1.294 2.868
N -0.575 -0.956 3.262
C -1.596 -1.829 3.611
C -1.773 -1.897 4.945
C -0.653 -1.224 5.473
C 0.040 -0.595 4.416
H -0.352 -0.747 2.299
H -2.162 -2.281 2.811
H -2.483 -2.515 5.475
H -0.245 -1.278 6.471
H 0.906 0.049 4.359
N 1.125 -3.172 0.100
C 1.554 -4.002 -0.957
C 1.616 -5.333 -0.518
C 0.965 -5.354 0.776
C 0.764 -3.987 1.154
H 1.133 -2.164 0.050
H 1.861 -3.390 -1.792
H 2.015 -6.150 -1.101
H 0.694 -6.246 1.322
H 0.392 -3.694 2.124
```

multiplicity	1
frontier orbital gap	5.632	eV

***

No. 3
Formula: C41H75N7O27
Source: the Open Molecules 2025 dataset
Level of theory: ωB97M-V/def2-TZVPD

```
150
C41H75N7O27 (ωB97M-V/def2-TZVPD)
C -3.086 1.792 1.012
O -4.227 0.967 1.600
C -5.065 0.426 0.713
O -4.933 0.280 -0.495
O -6.194 -0.011 1.281
C -7.290 -0.166 0.344
H -2.608 2.121 1.927
H -3.506 2.608 0.378
H -2.443 1.170 0.385
H -8.160 -0.333 0.953
H -7.068 -1.012 -0.318
H -7.367 0.682 -0.345
C 2.784 4.385 1.356
O 3.934 3.839 2.046
C 3.621 2.797 2.783
O 2.472 2.393 3.026
O 4.700 2.161 3.159
C 4.465 0.905 3.889
H 3.191 4.909 0.503
H 2.200 5.085 2.052
H 2.179 3.559 0.901
H 5.436 0.457 4.168
H 3.793 0.228 3.320
H 3.921 1.156 4.782
C -1.516 -1.243 -2.692
O -2.436 -0.245 -3.244
C -2.309 1.025 -2.839
O -1.349 1.435 -2.157
O -3.305 1.867 -3.101
C -4.447 1.503 -3.835
H -1.057 -0.799 -1.860
H -0.773 -1.372 -3.458
H -2.017 -2.233 -2.556
H -4.228 1.026 -4.773
H -4.970 2.450 -3.999
H -5.038 0.779 -3.263
C 4.639 4.042 -3.480
O 5.059 2.788 -2.977
C 4.500 2.420 -1.785
O 3.637 3.025 -1.232
O 5.144 1.290 -1.433
C 4.991 0.902 -0.057
H 3.697 3.851 -3.912
H 5.419 4.388 -4.110
H 4.513 4.741 -2.673
H 4.947 -0.208 -0.081
H 4.021 1.244 0.293
H 5.847 1.210 0.557
C -1.192 -1.183 6.803
O -2.034 -2.025 6.015
C -3.043 -1.427 5.380
O -3.092 -0.243 5.240
O -3.888 -2.272 4.861
C -4.918 -1.709 3.960
H -0.884 -0.247 6.323
H -0.383 -1.826 7.055
H -1.773 -1.016 7.733
H -4.512 -0.848 3.514
H -5.754 -1.485 4.582
H -5.099 -2.501 3.276
C -5.244 -4.227 -4.665
O -3.831 -3.908 -4.915
C -3.069 -4.941 -5.344
O -3.478 -5.948 -5.790
O -1.734 -4.592 -5.152
C -0.835 -5.667 -5.656
H -5.809 -3.361 -4.890
H -5.369 -4.533 -3.631
H -5.576 -4.918 -5.412
H -0.665 -5.602 -6.735
H -1.283 -6.575 -5.461
H 0.081 -5.524 -5.109
C 1.345 -3.148 -1.600
O 0.074 -3.656 -1.145
C -0.240 -4.916 -1.446
O 0.516 -5.807 -1.733
O -1.543 -4.956 -1.394
C -2.080 -6.266 -1.929
H 1.127 -2.754 -2.600
H 2.058 -3.949 -1.566
H 1.535 -2.365 -0.905
H -1.381 -6.520 -2.709
H -3.008 -6.061 -2.398
H -2.098 -7.038 -1.212
C 2.803 7.851 6.804
O 2.820 6.945 5.704
C 1.648 6.265 5.548
O 0.766 6.362 6.339
O 1.704 5.450 4.489
C 0.532 4.582 4.497
H 2.006 8.564 6.755
H 3.701 8.391 6.644
H 2.788 7.381 7.802
H -0.291 5.330 4.413
H 0.417 3.989 5.421
H 0.669 4.004 3.588
C 0.370 0.511 4.100
O 1.183 0.335 5.372
C 2.011 -0.675 5.486
O 2.260 -1.459 4.596
O 2.572 -0.660 6.693
C 3.587 -1.739 6.823
H 0.778 -0.019 3.258
H 0.434 1.543 3.841
H -0.677 0.200 4.174
H 3.245 -2.389 7.655
H 4.481 -1.194 7.048
H 3.769 -2.262 5.913
C 0.032 -3.101 2.439
C -0.741 -2.030 1.818
N -1.251 -1.101 1.323
H 0.970 -2.696 2.833
H 0.204 -3.872 1.737
H -0.600 -3.424 3.297
C -1.420 4.808 -2.571
C -0.776 4.370 -1.294
N -0.213 4.170 -0.298
H -2.305 4.171 -2.794
H -0.650 4.734 -3.335
H -1.685 5.859 -2.476
C 2.343 -1.315 -7.375
C 1.688 -1.754 -6.174
N 1.209 -2.027 -5.156
H 2.654 -2.178 -7.962
H 3.229 -0.757 -7.056
H 1.640 -0.702 -7.965
C -4.142 -2.641 -0.018
C -5.179 -2.671 -1.030
N -6.006 -2.748 -1.844
H -3.515 -3.524 -0.293
H -4.454 -2.780 1.002
H -3.575 -1.758 -0.152
C 5.812 -0.517 -5.126
C 5.817 -1.601 -6.092
N 5.889 -2.483 -6.810
H 6.215 0.427 -5.576
H 6.388 -0.833 -4.219
H 4.799 -0.385 -4.716
C 1.755 0.745 -3.164
C 2.506 1.364 -4.243
N 3.030 1.835 -5.174
H 0.672 1.005 -3.260
H 2.081 1.233 -2.234
H 1.804 -0.346 -3.173
C 0.625 1.189 0.245
C 1.537 0.124 0.675
N 2.154 -0.825 0.798
H -0.167 0.856 -0.427
H 1.250 1.911 -0.304
H 0.160 1.690 1.082
```

multiplicity	1
frontier orbital gap	11.020	eV

***

> Look up the frontier orbital gap of the second one.

5.632 eV